# 1
The following is a quantum chemistry calculation of a 13-piece molecular cluster, C27H38BCl24N2O4S overall at a distorted geometry, from the OMol25 dataset.

The frontier orbital gap comes out at 0.289 Ha. The total energy comes out at -12929.54916 a.u. The value obtained for the lowest unoccupied orbital energy is -4.2 eV.

Geometry as ORCA input:
```
! wB97M-V def2-TZVPD RIJCOSX def2/J DEFGRID3
* xyz 1 1
O -2.098 2.134 -2.242
S -1.733 0.800 -1.827
O -0.641 0.235 -2.568
C -3.231 -0.185 -2.078
C -4.237 0.122 -1.006
C -5.177 1.091 -1.275
B -5.277 1.982 -2.623
O -4.943 3.302 -2.537
O -5.663 1.486 -3.834
N -6.147 1.383 -0.346
C -6.247 0.792 0.824
C -5.322 -0.177 1.213
C -5.467 -0.759 2.494
C -4.569 -1.703 2.885
C -3.536 -2.065 1.995
C -3.360 -1.519 0.742
C -2.165 -2.040 0.008
C -0.910 -1.518 0.258
C 0.248 -1.979 -0.365
C 0.036 -2.997 -1.298
C -1.260 -3.469 -1.470
N -2.354 -3.050 -0.852
C -4.288 -0.526 0.295
H -1.511 0.850 -0.487
H -2.993 -1.246 -2.159
H -3.530 0.119 -3.082
H -5.234 3.740 -1.729
H -5.036 0.817 -4.154
H -6.843 2.087 -0.561
H -7.060 1.050 1.486
H -6.267 -0.430 3.149
H -4.600 -2.175 3.858
H -2.826 -2.810 2.343
H -0.822 -0.706 0.980
H 1.228 -1.571 -0.155
H 0.858 -3.400 -1.874
H -1.400 -4.267 -2.199
C 3.604 0.099 1.164
Cl 3.449 0.163 -0.595
Cl 2.220 -0.738 1.901
H 4.511 -0.434 1.418
H 3.645 1.107 1.551
C 6.411 1.885 3.207
Cl 6.261 1.961 1.442
Cl 5.031 1.062 3.956
H 7.318 1.345 3.455
H 6.459 2.894 3.592
C 8.907 4.684 1.473
Cl 9.000 4.510 3.236
Cl 8.982 6.376 0.981
H 9.741 4.151 1.032
H 7.969 4.261 1.134
C 2.838 -1.329 -4.359
Cl 3.150 -2.125 -2.804
Cl 3.893 -1.949 -5.630
H 1.808 -1.511 -4.640
H 3.015 -0.267 -4.246
C -0.034 -4.626 2.940
Cl -1.637 -5.266 3.354
Cl 0.090 -4.215 1.224
H 0.143 -3.727 3.517
H 0.708 -5.374 3.172
C 2.414 -2.917 5.182
Cl 2.881 -4.014 3.880
Cl 3.814 -2.129 5.913
H 1.761 -2.152 4.773
H 1.895 -3.487 5.944
C 2.591 -6.718 6.740
Cl 3.937 -7.509 5.922
Cl 1.364 -6.159 5.588
H 2.129 -7.425 7.419
H 2.969 -5.861 7.286
C 0.872 1.856 -4.859
Cl 1.373 0.783 -6.179
Cl 2.265 2.561 -4.031
H 0.267 2.655 -5.273
H 0.296 1.281 -4.145
C -5.472 4.419 2.994
Cl -5.429 5.328 1.483
Cl -5.642 2.675 2.685
H -4.547 4.586 3.534
H -6.320 4.750 3.581
C -3.232 -1.776 -5.918
Cl -4.326 -0.385 -6.031
Cl -1.567 -1.257 -5.657
H -3.541 -2.395 -5.083
H -3.291 -2.338 -6.843
C 6.102 5.761 5.070
Cl 6.035 6.293 6.751
Cl 5.205 4.250 4.828
H 5.665 6.529 4.443
H 7.137 5.594 4.794
C -0.047 2.071 -9.563
Cl 0.420 3.710 -10.028
Cl -1.781 1.797 -9.787
H 0.500 1.364 -10.177
H 0.193 1.924 -8.517
*
```

---

# 2
The following is a quantum chemistry calculation of C30H20N8O6OsSSe as an isolated structure, from the OMol25 dataset.

The frontier orbital gap (alpha / beta) comes out at 0.276 / 0.170 Ha. The total energy comes out at -4934.50544 a.u. The expectation value of S² is 6.046. The value obtained for the lowest unoccupied orbital energy (alpha / beta) is -5.7 / -8.6 eV.

Geometry as ORCA input:
```
! wB97M-V def2-TZVPD RIJCOSX def2/J DEFGRID3
* xyz 2 5
Os 0.144 0.383 0.461
N 0.552 -3.592 6.796
C -0.130 -2.909 5.892
C 0.193 -1.535 5.657
C -0.501 -0.838 4.713
C -1.502 -1.489 3.975
C -1.854 -2.833 4.204
C -1.181 -3.543 5.153
S -2.347 -0.566 2.700
O -3.573 -1.236 2.437
O -2.303 0.803 3.108
N -1.326 -0.697 1.435
C -1.146 -1.880 0.737
N -1.676 -3.052 0.999
C -1.347 -4.025 0.144
C -0.485 -3.843 -0.929
C 0.074 -2.590 -1.081
N -0.262 -1.609 -0.247
H 1.301 -3.160 7.321
H 0.346 -4.562 6.992
H 0.994 -1.071 6.220
H -0.280 0.202 4.510
H -2.651 -3.274 3.622
H -1.426 -4.577 5.361
H -1.790 -4.995 0.335
H -0.247 -4.650 -1.605
H 0.785 -2.359 -1.864
Se 2.677 7.100 -2.230
N 3.238 5.427 -2.411
C 2.422 4.674 -1.721
C 2.552 3.226 -1.623
C 3.565 2.487 -2.235
C 3.601 1.117 -2.064
C 2.620 0.503 -1.302
N 1.638 1.200 -0.725
C 1.609 2.544 -0.865
C 0.535 3.229 -0.168
N -0.301 2.445 0.557
C -1.298 3.021 1.229
C -1.505 4.397 1.199
C -0.663 5.199 0.464
C 0.392 4.607 -0.239
C 1.354 5.354 -1.041
N 1.315 6.652 -1.186
H 4.309 3.002 -2.829
H 4.379 0.517 -2.514
H 2.614 -0.563 -1.118
H -1.930 2.363 1.807
H -2.330 4.813 1.758
H -0.794 6.272 0.418
O 1.222 0.946 2.463
C 1.842 -0.157 2.494
O 1.740 -0.947 1.505
C 2.615 -0.552 3.692
C 2.862 0.384 4.688
C 3.513 0.030 5.873
C 3.884 -1.289 5.997
O 4.477 -1.905 7.055
C 4.914 -3.167 6.536
O 4.060 -3.457 5.426
C 3.634 -2.229 4.999
C 3.009 -1.895 3.829
H 2.541 1.405 4.533
H 3.723 0.751 6.650
H 4.803 -3.933 7.296
H 5.947 -3.075 6.190
H 2.814 -2.617 3.048
*
```

---

# 3
The following is a quantum chemistry calculation of one molecule with the formula C2H3N3O3 at a distorted geometry, from the OMol25 dataset.

The frontier orbital gap comes out at 0.378 Ha. The total energy comes out at -467.83054 a.u. The SMILES is [H]/N=c1/[nH]o/c(=N/O)o1. The value obtained for the lowest unoccupied orbital energy is 0.4 eV.

Geometry as ORCA input:
```
! wB97M-V def2-TZVPD RIJCOSX def2/J DEFGRID3
* xyz 0 1
H -1.758 -2.032 0.181
N -2.247 -1.124 0.213
C -1.350 -0.253 -0.134
N -1.489 1.178 -0.240
O -0.019 1.635 -0.166
C 0.808 0.615 -0.106
N 1.991 0.473 0.408
O 2.517 -0.716 -0.223
O -0.082 -0.522 -0.498
H -1.800 1.596 0.615
H 3.429 -0.849 -0.050
*
```

---

# 4
The following is a quantum chemistry calculation of one molecule with the formula C3HBrClN at a distorted geometry, from the OMol25 dataset.

The frontier orbital gap (alpha / beta) comes out at 0.312 / 0.279 Ha. The total energy comes out at -3203.72604 a.u. The SMILES is N#C/C(Br)=C/Cl. The value obtained for the lowest unoccupied orbital energy (alpha / beta) is -0.8 / -1.5 eV.

Geometry as ORCA input:
```
! wB97M-V def2-TZVPD RIJCOSX def2/J DEFGRID3
* xyz 0 1
N -1.431 1.815 -1.362
C -1.070 0.916 -0.740
C -0.593 -0.246 -0.240
Br -1.328 -1.976 0.022
C 1.012 -0.021 0.549
Cl 1.673 -1.214 1.518
H 1.737 0.725 0.253
*
```